Molecular formula: C34H45FeGeN6O6Se
Method: DFT, the ωB97M-V functional and the def2-TZVPD basis

Element x y z (Å)
Fe1 -0.38 -0.37 0.01
C1 -7.37 1.62 0.88
C2 -5.88 1.56 0.71
C3 -5.09 2.67 0.67
C4 -3.68 2.63 0.46
C5 -3.08 3.91 0.60
N1 -1.94 4.42 0.23
C6 -0.97 3.93 -0.74
C7 -1.49 4.11 -2.16
C8 -0.41 3.87 -3.20
N2 0.03 2.48 -3.13
C9 0.65 1.85 -4.09
C10 1.02 0.49 -4.03
C11 1.68 -0.07 -5.14
C12 2.03 -1.40 -5.18
C13 2.78 -2.00 -6.33
C14 1.64 -2.18 -4.08
C15 0.98 -1.69 -2.97
C16 0.52 -2.66 -1.98
N3 -0.23 -2.42 -0.99
C17 -0.64 -3.59 -0.20
C18 -0.52 -3.31 1.29
C19 -1.74 -2.59 1.82
N4 -2.04 -1.39 1.03
C20 -3.27 -1.08 0.95
C21 -3.83 0.21 0.56
C22 -5.20 0.33 0.70
C23 -3.00 1.37 0.32
O1 -1.76 1.27 0.10
C24 0.69 -0.30 -2.88
O2 0.17 0.26 -1.84
H1 -7.72 2.65 0.86
H2 -7.68 1.18 1.83
H3 -7.88 1.08 0.08
H4 -5.54 3.65 0.81
H5 -3.67 4.62 1.17
H6 -1.77 5.35 0.60
H7 -0.78 2.88 -0.51
H8 -0.05 4.49 -0.59
H9 -1.88 5.12 -2.29
H10 -2.32 3.42 -2.34
H11 0.44 4.53 -3.02
H12 -0.78 4.06 -4.20
H13 -0.14 1.89 -2.30
H14 0.86 2.41 -4.99
H15 1.91 0.57 -5.98
H16 2.59 -1.45 -7.26
H17 2.48 -3.04 -6.49
H18 3.85 -1.99 -6.15
H19 1.85 -3.24 -4.11
H20 0.85 -3.69 -2.18
H21 -1.68 -3.81 -0.46
H22 -0.04 -4.46 -0.49
H23 0.37 -2.71 1.46
H24 -0.39 -4.25 1.83
H25 -1.55 -2.25 2.84
H26 -2.61 -3.25 1.84
H27 -4.02 -1.78 1.34
H28 -5.77 -0.57 0.89
O3 -2.06 3.14 3.87
C25 -1.38 4.04 3.19
O4 -1.80 5.17 3.01
C26 -0.10 3.62 2.56
C27 0.83 4.52 2.08
N5 1.79 3.79 1.49
N6 1.56 2.47 1.54
C28 0.42 2.34 2.18
C29 -0.11 0.97 2.52
O5 -0.89 0.87 3.47
O6 0.32 -0.01 1.83
H29 -1.60 2.24 3.83
H30 0.86 5.59 2.15
H31 2.66 4.12 1.12
C30 5.59 -4.06 1.47
Ge1 3.87 -4.01 2.37
C31 2.61 -5.25 1.51
C32 4.08 -4.45 4.26
C33 3.09 -2.20 2.22
Se1 2.93 -1.63 0.36
C34 3.79 0.10 0.54
H32 5.99 -5.08 1.46
H33 6.31 -3.42 1.98
H34 5.50 -3.71 0.44
H35 3.07 -6.22 1.36
H36 2.31 -4.86 0.53
H37 1.72 -5.38 2.12
H38 4.53 -5.44 4.37
H39 3.12 -4.46 4.78
H40 4.72 -3.73 4.76
H41 3.72 -1.47 2.73
H42 2.11 -2.14 2.68
H43 4.83 -0.04 0.82
H44 3.25 0.70 1.26
H45 3.75 0.58 -0.44

Calculated values
Expectation value of S² = 6.008
Energy above the lowest of the compared OMol25 structures with the same formula, charge and spin = 12.0 kcal per mole
Total charge = +1
LUMO energy (alpha / beta) = -3.262 / -3.281 eV
E = -213461.07482 eV
HOMO level (alpha / beta) = -9.88 / -9.85 eV
2S+1 = 5

=====

Molecular formula: C34H45FeGeN6O6Se
Method: DFT, the ωB97M-V functional and the def2-TZVPD basis

Element x y z (Å)
Fe1 -0.36 -0.36 0.13
C1 -4.29 -1.24 5.99
C2 -3.23 -1.03 4.94
C3 -1.92 -0.78 5.28
C4 -0.90 -0.64 4.32
C5 0.41 -0.35 4.80
N1 1.57 -0.65 4.29
C6 1.91 -1.71 3.35
C7 1.44 -3.08 3.87
C8 1.85 -4.21 2.94
N2 1.16 -4.04 1.69
C9 1.31 -4.80 0.58
C10 0.86 -4.40 -0.70
C11 0.99 -5.28 -1.80
C12 0.67 -4.91 -3.10
C13 0.77 -5.89 -4.24
C14 0.25 -3.61 -3.33
C15 0.09 -2.67 -2.28
C16 -0.33 -1.35 -2.59
N3 -0.49 -0.36 -1.77
C17 -1.00 0.89 -2.30
C18 -2.38 1.26 -1.69
C19 -3.10 0.08 -1.03
N4 -2.43 -0.26 0.22
C20 -3.13 -0.55 1.25
C21 -2.63 -0.78 2.58
C22 -3.56 -1.01 3.59
C23 -1.24 -0.65 2.91
O1 -0.34 -0.43 2.05
C24 0.32 -3.08 -0.93
O2 0.08 -2.30 0.07
H1 -3.85 -1.51 6.95
H2 -4.98 -2.02 5.69
H3 -4.87 -0.32 6.14
H4 -1.65 -0.74 6.33
H5 0.46 0.19 5.73
H6 2.36 -0.16 4.70
H7 3.00 -1.71 3.24
H8 1.47 -1.50 2.38
H9 0.36 -3.08 3.97
H10 1.87 -3.25 4.86
H11 1.60 -5.17 3.39
H12 2.94 -4.19 2.79
H13 0.68 -3.16 1.51
H14 1.82 -5.75 0.69
H15 1.36 -6.28 -1.62
H16 1.03 -6.88 -3.87
H17 1.52 -5.58 -4.96
H18 -0.19 -5.96 -4.77
H19 0.03 -3.29 -4.35
H20 -0.52 -1.16 -3.65
H21 -1.06 0.86 -3.39
H22 -0.28 1.67 -2.02
H23 -3.02 1.67 -2.48
H24 -2.25 2.02 -0.93
H25 -3.08 -0.79 -1.69
H26 -4.15 0.35 -0.85
H27 -4.22 -0.56 1.15
H28 -4.60 -1.15 3.30
O3 5.06 0.98 2.34
C25 5.43 0.14 1.38
O4 6.58 -0.21 1.25
C26 4.37 -0.39 0.49
C27 4.57 -1.41 -0.40
N5 3.39 -1.65 -1.00
N6 2.43 -0.83 -0.59
C28 2.99 -0.06 0.32
C29 2.13 0.98 0.98
O5 2.52 1.51 2.04
O6 1.02 1.26 0.41
H29 4.09 1.20 2.29
H30 5.47 -1.96 -0.62
H31 3.18 -2.36 -1.68
C30 -2.77 5.70 -2.05
Ge1 -0.86 6.16 -1.94
C31 -0.53 8.09 -1.96
C32 0.12 5.22 -3.37
C33 -0.24 5.54 -0.12
Se1 0.22 3.67 0.00
C34 2.03 3.87 -0.64
H32 -3.20 6.09 -2.97
H33 -3.31 6.13 -1.21
H34 -2.91 4.62 -2.04
H35 -0.89 8.51 -2.90
H36 0.54 8.30 -1.88
H37 -1.05 8.58 -1.14
H38 -0.34 5.46 -4.33
H39 0.08 4.14 -3.24
H40 1.16 5.53 -3.42
H41 -1.07 5.69 0.57
H42 0.61 6.13 0.21
H43 2.03 4.53 -1.50
H44 2.40 2.88 -0.90
H45 2.63 4.29 0.17

Calculated values
Expectation value of S² = 6.060
Energy above the lowest of the compared OMol25 structures with the same formula, charge and spin = 90.7 kcal per mole
Total charge = +1
LUMO energy (alpha / beta) = -3.132 / -5.945 eV
E = -213457.66236 eV
HOMO level (alpha / beta) = -6.95 / -9.40 eV
2S+1 = 5

=====

Molecular formula: C34H45N7O5S2SeY
Method: DFT, the ωB97M-V functional and the def2-TZVPD basis

Element x y z (Å)
Y1 -0.23 0.32 0.04
S1 2.42 -0.31 -0.33
C1 2.42 1.36 0.25
N1 2.70 1.55 1.62
C2 2.66 2.91 2.13
C3 3.00 3.90 1.04
N2 2.04 3.74 -0.04
C4 2.01 4.87 -0.95
C5 1.56 6.13 -0.25
C6 2.25 7.32 -0.39
C7 1.81 8.48 0.24
C8 0.67 8.45 1.03
C9 -0.02 7.25 1.19
C10 0.42 6.10 0.55
C11 2.03 2.41 -0.54
S2 1.57 2.21 -2.25
C12 3.68 0.69 2.27
C13 5.11 1.10 2.03
C14 5.64 1.10 0.74
C15 6.94 1.52 0.51
C16 7.73 1.95 1.56
C17 7.22 1.96 2.85
C18 5.91 1.54 3.07
H1 3.40 3.01 2.94
H2 1.68 3.14 2.54
H3 4.03 3.74 0.69
H4 2.92 4.92 1.43
H5 1.31 4.64 -1.74
H6 2.99 5.04 -1.43
H7 3.15 7.34 -1.00
H8 2.36 9.40 0.11
H9 0.33 9.35 1.53
H10 -0.90 7.21 1.81
H11 -0.11 5.17 0.68
H12 3.51 -0.33 1.90
H13 3.48 0.70 3.35
H14 5.02 0.76 -0.08
H15 7.34 1.51 -0.50
H16 8.75 2.28 1.38
H17 7.83 2.31 3.68
H18 5.51 1.56 4.08
C19 0.38 0.30 -4.40
O1 0.11 0.11 -3.03
C20 -0.03 1.34 -2.24
C21 -1.11 2.22 -2.84
H19 1.06 1.15 -4.56
H20 -0.53 0.46 -4.98
H21 0.90 -0.59 -4.77
H22 -0.87 2.63 -3.84
H23 -1.30 3.07 -2.18
H24 -2.04 1.65 -2.92
O2 -0.96 4.02 2.83
C22 -0.80 3.10 2.08
N3 -0.61 2.18 1.36
Se1 -3.13 0.05 -0.26
C23 -3.22 -1.27 1.11
C24 -3.12 -0.91 2.46
C25 -3.20 -1.89 3.43
N4 -3.38 -3.19 3.18
C26 -3.48 -3.53 1.89
C27 -3.40 -2.63 0.84
H25 -2.97 0.12 2.74
H26 -3.10 -1.62 4.48
H27 -3.62 -4.58 1.69
H28 -3.47 -2.97 -0.18
C28 0.46 -3.48 1.99
N5 0.41 -2.74 3.24
C29 -0.16 -3.49 4.35
C30 0.30 -1.39 3.15
O3 0.11 -0.84 2.05
N6 0.46 -0.67 4.29
C31 1.30 -1.11 5.38
C32 0.12 0.75 4.29
H29 0.90 -4.46 2.19
H30 1.08 -2.94 1.27
H31 -0.53 -3.61 1.56
H32 -1.04 -4.05 4.02
H33 -0.48 -2.82 5.15
H34 0.58 -4.19 4.76
H35 1.82 -2.02 5.12
H36 0.73 -1.27 6.30
H37 2.05 -0.33 5.58
H38 -0.49 0.98 3.43
H39 1.03 1.36 4.23
H40 -0.41 0.99 5.21
N7 0.12 -3.22 -4.11
C33 0.66 -2.86 -2.80
C34 -0.47 -2.52 -1.85
O4 -1.68 -2.83 -2.26
O5 -0.25 -2.04 -0.76
H41 0.67 -3.93 -4.56
H42 0.08 -2.41 -4.71
H43 -1.56 -3.19 -3.17
H44 1.33 -2.00 -2.79
H45 1.19 -3.71 -2.37

Calculated values
Energy above the lowest of the compared OMol25 structures with the same formula, charge and spin = 0.0 kcal per mole
Total charge = -1
LUMO energy = 2.291 eV
E = -144722.85164 eV
HOMO level = -3.76 eV
2S+1 = 1